# C27H45ClF3O2PSn

A structure of composition C27H45ClF3O2PSn in a non-equilibrium geometry (ωB97M-V/def2-TZVPD, the OMol25 dataset).

```
! wB97M-V def2-TZVPD RIJCOSX def2/J DEFGRID3
* xyz 0 1
Sn 0.00 2.80 2.52
Cl 1.14 2.81 0.31
P 0.62 -0.45 -0.04
C 1.35 1.89 3.82
H 1.04 1.23 4.65
H 2.43 2.09 3.74
C -0.74 -1.57 -0.69
C 1.67 -1.45 1.14
C -1.59 -2.09 0.48
H -1.36 -0.85 -1.26
C -2.88 -2.74 -0.05
H -1.02 -2.83 1.06
H -1.84 -1.27 1.15
C -2.60 -3.82 -1.10
H -3.44 -3.16 0.79
H -3.50 -1.95 -0.49
C -1.65 -3.35 -2.21
H -2.17 -4.69 -0.60
H -3.55 -4.14 -1.55
C -0.37 -2.70 -1.65
H -1.38 -4.19 -2.85
H -2.16 -2.61 -2.83
H 0.23 -3.46 -1.13
H 0.24 -2.33 -2.48
C 1.72 -0.09 -1.51
C 1.79 -2.95 0.86
H 2.68 -0.99 1.04
C 2.78 -3.57 1.85
H 0.81 -3.42 0.98
H 2.13 -3.14 -0.16
C 2.35 -3.35 3.31
H 2.87 -4.65 1.65
H 3.77 -3.12 1.69
C 2.06 -1.88 3.62
H 1.45 -3.94 3.51
H 3.13 -3.72 3.98
C 1.18 -1.19 2.57
H 1.57 -1.80 4.60
H 3.01 -1.32 3.69
H 0.14 -1.55 2.68
H 1.16 -0.11 2.80
C 0.90 0.41 -2.71
H 2.28 0.78 -1.11
C 1.82 0.93 -3.82
H 0.26 -0.39 -3.11
H 0.22 1.22 -2.38
C 2.89 -0.09 -4.22
H 1.22 1.20 -4.70
H 2.30 1.85 -3.46
C 3.66 -0.66 -3.02
H 2.42 -0.91 -4.76
H 3.60 0.38 -4.91
C 2.73 -1.17 -1.91
H 4.31 -1.48 -3.35
H 4.30 0.12 -2.59
H 2.20 -2.07 -2.27
H 3.33 -1.48 -1.04
C -2.41 3.28 -0.19
C -2.09 4.00 0.85
H -2.82 2.27 -0.06
C -1.35 5.31 0.75
H -2.41 3.73 1.87
C -1.59 5.97 -0.62
H -1.64 5.98 1.57
H -0.27 5.12 0.88
C -1.40 5.00 -1.78
H -2.63 6.32 -0.63
H -0.94 6.85 -0.74
C -2.27 3.72 -1.61
H -1.70 5.50 -2.71
H -0.35 4.72 -1.87
H -3.27 3.96 -2.01
H -1.87 2.91 -2.24
F -4.74 1.56 2.62
C -3.77 0.61 2.78
F -4.12 -0.18 3.82
F -3.80 -0.16 1.65
C -2.37 1.31 3.03
O -2.28 2.06 4.01
O -1.45 1.11 2.13
*
```

Output
HOMO energy (spin up / spin down) in eV: -7.408 / -7.406
LUMO energy (spin up / spin down) in eV: -1.55 / -2.75